Molecular formula: C21H30FN3O3
Method: DFT, the ωB97M-V functional and the def2-TZVPD basis

Calculated values
ΔE to the lowest compared entry with this formula, charge and spin, kcal/mol: 8.46

The geometry in ORCA input format:
```
! wB97M-V def2-TZVPD RIJCOSX def2/J DEFGRID3
* xyz 0 1
C 2.89260 -7.65318 2.36774
H 3.36013 -8.54845 1.96370
O 2.50548 -6.87138 1.26804
C 1.87720 -5.66784 1.64137
C 1.48432 -4.92734 0.36317
N 0.51043 -3.88341 0.62065
C 1.08952 -2.71815 1.26194
H 1.81187 -2.20842 0.59664
C -0.01842 -1.73311 1.64989
N -0.76325 -1.34725 0.47726
C -0.84396 -0.12871 -0.10047
O -1.36684 0.02338 -1.18974
C -0.28091 1.06073 0.68648
H 0.78020 0.87849 0.88271
C -0.37726 2.31820 -0.19692
N -1.72701 2.81775 -0.24906
C -2.38441 3.06974 0.90222
O -3.51668 3.50968 0.94931
C -1.56496 2.71681 2.12838
H -0.72663 3.41112 2.21846
C -1.05505 1.27877 2.00446
H -1.91605 0.60765 2.03872
H -0.42552 1.05396 2.86773
H -2.19509 2.82171 3.01153
C -2.40466 2.98338 -1.51357
H -3.47277 2.84905 -1.32456
H -2.05861 2.20396 -2.19416
C -2.18455 4.38343 -2.11274
C -0.73015 4.64531 -2.36051
C 0.01446 5.38771 -1.45339
C 1.36594 5.56968 -1.67546
C 2.01046 5.03877 -2.77658
C 1.26195 4.30284 -3.67964
C -0.09163 4.10661 -3.47270
H -0.66454 3.52913 -4.18297
H 1.74169 3.88093 -4.54986
H 3.06659 5.20516 -2.91626
F 2.08287 6.28464 -0.77790
H -0.44841 5.82305 -0.58087
H -2.74305 4.44317 -3.04803
H -2.58805 5.12008 -1.41728
H 0.29897 3.08605 0.19839
H -0.05900 2.07481 -1.21105
C -1.30726 -2.50052 -0.21261
C -0.18957 -3.47094 -0.58474
H 0.49074 -2.98379 -1.30544
H -0.62290 -4.35322 -1.05846
H -2.01588 -3.00326 0.45300
H -1.82408 -2.14711 -1.10529
H -0.70106 -2.23145 2.34751
H 0.41981 -0.86959 2.14246
H 1.61331 -3.03213 2.16535
H 1.02825 -5.66532 -0.29964
H 2.39087 -4.54371 -0.13292
H 2.56183 -5.06870 2.26172
H 0.97035 -5.87231 2.23101
H 2.02684 -7.93610 2.97966
H 3.61152 -7.12035 3.00332
*
```

***

Molecular formula: C21H30N2O5P2SSn
Method: DFT, the ωB97M-V functional and the def2-TZVPD basis

The geometry in ORCA input format:
```
! wB97M-V def2-TZVPD RIJCOSX def2/J DEFGRID3
* xyz 2 1
Sn -0.03599 1.39563 -0.73200
C -0.07501 3.53718 -3.07886
C 0.98889 4.17553 -2.20540
N 1.20512 3.45962 -0.91696
C 2.64279 3.29257 -0.59073
C 3.31739 2.25396 -1.47760
S 2.39292 0.68394 -1.59615
C 2.09019 0.54135 -3.37799
C 1.36154 1.72547 -4.00335
N 0.15917 2.09250 -3.24398
H -1.06130 3.65530 -2.62192
H -0.10776 4.06424 -4.03734
H 1.94242 4.21493 -2.73021
H 0.71293 5.21333 -2.01256
H 0.80297 4.01255 -0.16503
H 3.17076 4.24333 -0.70225
H 2.70766 2.99330 0.45284
H 3.46980 2.60345 -2.49668
H 4.29988 2.02078 -1.07055
H 3.04467 0.36189 -3.87331
H 1.50814 -0.37727 -3.47437
H 2.02674 2.58507 -4.06584
H 1.11264 1.47272 -5.03674
H -0.65758 1.68498 -3.68550
O 2.13691 0.98568 5.70691
C 1.61425 0.87218 4.64830
C 0.41767 -0.03197 4.28520
O -0.26666 -0.70400 5.02147
C 0.23976 0.10633 2.85803
C 1.06036 1.02004 2.26436
O 1.14824 1.46677 1.06977
C 1.98221 1.57558 3.32752
O 2.80547 2.41757 3.13056
O -0.71510 -0.59206 2.13761
C -1.19653 -3.08115 3.48662
P -1.79772 -1.66683 2.58483
C -3.01957 -0.83116 3.56501
C -2.46949 -2.14758 0.99820
C -3.81692 -2.50497 1.02458
C -4.49353 -2.85994 -0.13077
C -3.80889 -2.83863 -1.33054
C -2.46031 -2.50854 -1.36074
C -1.74116 -2.17590 -0.21420
P 0.05733 -1.78238 -0.43863
C 0.44683 -2.63192 -2.01040
C 0.94653 -2.87765 0.72210
H -1.87265 -3.89550 3.21483
H -1.21422 -2.88842 4.55524
H -0.18809 -3.35868 3.19111
H -3.79230 -1.53248 3.88005
H -3.46937 -0.03282 2.97559
H -2.53625 -0.43412 4.45855
H -4.36953 -2.50727 1.95542
H -5.53661 -3.13666 -0.08330
H -4.31424 -3.09491 -2.25192
H -1.96897 -2.53719 -2.32201
H 0.07396 -2.08185 -2.87394
H 0.06901 -3.65348 -2.05627
H 1.53603 -2.66387 -2.08481
H 0.47890 -3.85876 0.81851
H 1.06538 -2.42088 1.70120
H 1.95030 -3.01896 0.31843
*
```

***

Number 1: E_HOMO -8.895 eV, LUMO energy 0.01992 hartree. Number 2: E_HOMO -13.986 eV, LUMO energy -0.20710 hartree.